(1)
This record from the Open Molecules 2025 dataset describes a 2-piece molecular cluster, C3H11N2O overall in a non-equilibrium geometry. The level of theory is ωB97M-V/def2-TZVPD.

Element x y z (Å)
C -0.906 -1.132 0.834
O 3.325 1.681 -0.224
H 0.074 1.565 -2.178
H 3.340 2.618 0.013
H -0.566 -2.096 0.494
H 1.264 -0.506 -0.390
C -2.376 -1.230 1.161
H -2.966 -1.551 0.304
H -0.350 -0.690 1.657
H 3.994 1.295 0.367
H -1.511 0.398 -0.569
N -0.733 -0.199 -0.324
H 1.667 1.129 -1.998
H -2.834 -0.306 1.473
H -2.577 -1.960 1.949
N 0.710 0.884 -1.787
C 0.444 0.099 -0.780

Atomic forces in eV per Å
-0.713 0.825 -0.494
0.194 -0.068 0.429
-0.454 -0.325 0.130
-0.034 -0.079 -0.116
0.500 -0.285 0.241
0.006 0.387 -0.019
-0.666 -0.443 0.003
0.164 -0.198 -0.207
0.187 -0.464 0.136
-0.275 0.082 -0.389
-0.200 -0.168 -0.112
-0.184 0.406 0.632
0.245 -0.363 0.299
0.156 0.552 0.276
0.274 0.086 -0.057
0.441 1.237 -0.427
0.359 -1.182 -0.325

Output
Largest force on an atom (eV Å⁻¹): 1.4
Energy relative to the best compared isomer or geometry (same formula, charge and spin) (eV): 0.553
E_tot (eV): -8311.239
Spin multiplicity: 1
HOMO energy (eV): -15.128
Net charge: +1
E_LUMO (eV): -3.23

Want to see where the charge sits? The Löwdin charges in e are:
1. C -0.1811
2. O -0.0630
3. H 0.1430
4. H 0.0524
5. H 0.1243
6. H 0.1711
7. C -0.0804
8. H 0.0863
9. H 0.1283
10. H 0.0603
11. H 0.1652
12. N 0.0656
13. H 0.1174
14. H 0.0781
15. H 0.0943
16. N 0.1970
17. C -0.1590


(2)
This record from the Open Molecules 2025 dataset describes an isolated ion of composition C6H12IN4 and charge +1 in a non-equilibrium geometry. The level of theory is ωB97M-V/def2-TZVPD.

Element x y z (Å)
H 1.112 -0.717 0.262
H -2.002 0.260 -0.004
N 0.730 0.392 -1.567
H 2.113 0.055 -4.673
H 0.462 1.025 0.577
C 0.341 0.097 -0.135
H -1.355 -0.792 3.740
N 0.746 -0.606 3.012
H 1.092 0.090 3.711
H -1.361 -1.339 -0.860
C 1.567 0.349 -3.677
H 1.059 -1.580 3.227
N 0.892 1.714 -3.494
C 0.314 1.753 -2.088
H -0.613 -2.399 1.317
C -0.743 -0.505 2.763
H -1.029 0.613 2.462
C -1.155 -0.579 0.037
H -2.394 -1.768 1.635
C -1.263 -1.429 1.473
H 0.857 2.473 -4.231
N 1.458 -0.471 -2.375
I -0.826 3.368 -1.113

Atomic forces in eV per Å
-1.551 1.892 -0.959
1.901 -1.755 0.092
-1.523 4.540 -0.913
-1.244 0.540 2.400
-0.115 -1.705 -1.882
0.277 -2.216 1.939
1.030 0.586 -2.170
-0.718 0.002 -0.307
-0.613 -1.200 -0.753
0.544 1.712 1.910
-1.670 0.893 4.190
-0.580 1.427 0.035
0.253 -3.842 3.431
3.174 -4.287 -3.104
-1.232 1.915 0.588
-1.058 -0.044 -0.046
0.714 -2.303 0.891
-0.504 -0.182 -0.156
2.536 0.859 -0.387
0.277 0.348 -0.387
-0.029 -1.279 1.381
-1.227 6.017 -4.634
1.358 -1.917 -1.158

Output
Largest force on an atom (eV Å⁻¹): 7.7
Energy relative to the best compared isomer or geometry (same formula, charge and spin) (eV): 1.587
E_tot (eV): -20465.249
SMILES string: NCCCCn1nc[nH+]c1I
Spin multiplicity: 1
HOMO energy (eV): -11.887
Net charge: +1
E_LUMO (eV): -4.91

Want to see where the charge sits? The Löwdin charges in e are:
1. H 0.1444
2. H 0.1064
3. N -0.1886
4. H 0.1513
5. H 0.1115
6. C -0.1890
7. H 0.1193
8. N -0.0589
9. H 0.0807
10. H 0.1269
11. C 0.0427
12. H 0.0827
13. N 0.0360
14. C -0.4999
15. H 0.1169
16. C -0.2764
17. H 0.1181
18. C -0.1909
19. H 0.1258
20. C -0.1813
21. H 0.1652
22. N 0.1355
23. I 0.9217